1.
DFT (wB97M-V/def2-TZVPD) results for a molecular structure, C22H50B3F4N6O10P.

Properties
LUMO energy	0.26	eV
spin multiplicity	1
frontier orbital gap	9.3	eV
highest occupied orbital energy	-9.084	eV
electronic energy	-75237.5138	eV

Element x y z (Å)
O -2.55 3.03 -2.09
P -2.36 1.81 -1.23
B -1.75 0.42 -2.42
O -2.41 0.19 -3.59
B -1.48 0.52 -4.59
C -1.76 1.66 -5.59
C -0.74 2.79 -5.23
C -1.36 4.16 -5.33
F -0.62 5.05 -4.60
O -0.27 -0.19 -4.54
B 0.21 -0.02 -3.28
C 1.66 0.62 -2.98
F 2.29 1.03 -4.05
F 2.45 -0.23 -2.34
F 1.51 1.66 -2.18
O -0.60 -0.33 -2.22
H -1.33 2.09 -0.31
H -3.55 1.48 -0.56
H -2.75 2.05 -5.47
H -1.60 1.32 -6.60
H 0.08 2.68 -5.92
H -0.35 2.68 -4.23
H -1.38 4.48 -6.37
H -2.36 4.13 -4.91
C -7.15 3.94 0.82
C -5.82 3.52 0.23
O -5.31 2.44 0.49
N -5.20 4.38 -0.61
C -5.64 5.70 -1.03
H -7.51 3.15 1.47
H -7.03 4.85 1.41
H -7.88 4.11 0.03
H -4.32 4.04 -0.98
H -5.75 5.71 -2.12
H -4.90 6.44 -0.75
H -6.59 5.96 -0.58
C -1.10 -0.93 2.99
C -2.06 0.01 2.31
O -2.26 0.00 1.10
N -2.72 0.90 3.10
C -2.61 1.06 4.54
H -0.66 -1.58 2.23
H -0.31 -0.38 3.49
H -1.62 -1.56 3.71
H -3.35 1.50 2.59
H -3.60 0.90 4.98
H -2.29 2.08 4.76
H -1.91 0.37 4.97
C 1.12 0.21 8.13
C 0.17 1.18 7.48
O -0.02 1.19 6.27
N -0.49 2.04 8.29
C -0.40 2.17 9.73
H 1.56 -0.42 7.36
H 1.92 0.74 8.64
H 0.59 -0.43 8.83
H -1.11 2.66 7.79
H -1.38 2.00 10.17
H -0.07 3.18 9.99
H 0.30 1.45 10.14
C 6.83 -0.28 -5.04
C 6.66 -1.77 -5.17
O 7.50 -2.48 -5.71
N 5.52 -2.32 -4.67
C 4.42 -1.64 -4.00
H 7.78 0.00 -5.49
H 6.03 0.25 -5.56
H 6.83 0.01 -3.99
H 5.46 -3.32 -4.79
H 4.30 -2.04 -3.00
H 3.50 -1.82 -4.56
H 4.60 -0.57 -3.94
C 8.25 -5.27 -6.49
C 8.28 -6.75 -6.24
O 7.58 -7.29 -5.39
N 9.13 -7.50 -7.00
C 10.03 -7.05 -8.05
H 7.54 -4.81 -5.82
H 9.23 -4.83 -6.31
H 7.94 -5.06 -7.51
H 9.10 -8.49 -6.78
H 9.78 -7.54 -8.99
H 11.06 -7.31 -7.78
H 9.96 -5.98 -8.18
C -3.74 -1.79 6.67
C -4.22 -1.60 8.09
O -3.45 -1.35 9.01
N -5.56 -1.72 8.32
C -6.61 -2.01 7.37
H -2.66 -1.67 6.64
H -3.99 -2.79 6.32
H -4.19 -1.05 6.02
H -5.81 -1.58 9.29
H -7.33 -1.19 7.36
H -7.13 -2.93 7.66
H -6.21 -2.14 6.37

Results of the Mulliken charge analysis, in e, for atoms 1 through 2: -0.730 0.517

***

2.
DFT (wB97M-V/def2-TZVPD) results for a molecular structure, C5H7IN2S.

Properties
expectation value of S²	2.03
relative energy (zero: lowest compared OMol25 entry of this formula, charge and spin)	1.852	eV
LUMO energy (alpha / beta)	0.12 / -1.68	eV
spin multiplicity	3
frontier orbital gap (alpha / beta)	6.7 / 7.1	eV
highest occupied orbital energy (alpha / beta)	-6.613 / -8.761	eV
electronic energy	-27208.0851	eV

Element x y z (Å)
C 1.28 -0.28 -0.97
C 2.64 -1.36 0.80
C 0.58 -1.17 0.04
C -2.18 1.92 0.12
C -0.71 -1.35 0.02
N 1.45 -1.63 1.03
N -1.00 1.99 0.79
S 3.02 -0.62 -0.79
I 0.68 2.07 -0.28
H 1.08 -0.46 -2.01
H 3.37 -1.59 1.41
H -2.53 2.77 -0.49
H -2.31 1.01 -0.56
H -2.97 1.66 0.97
H -1.26 -1.08 -0.81
H -1.12 -1.89 0.74

Results of the natural (NBO) charge analysis, in e, for atoms 1 through 2: -0.472 -0.007

***

3.
DFT (wB97M-V/def2-TZVPD) results for 2 unconnected molecules or ions with the total composition CH5NO.

Properties
SMILES	C=O.N
relative energy (zero: lowest compared OMol25 entry of this formula, charge and spin)	0.657	eV
LUMO energy	0.82	eV
spin multiplicity	1
frontier orbital gap	10.6	eV
highest occupied orbital energy	-9.810	eV
electronic energy	-4654.7268	eV

Element x y z (Å)
C 0.99 -0.59 0.34
O 2.05 -0.93 -0.10
H 0.60 -0.81 1.36
H 0.22 0.00 -0.18
N -2.22 1.17 -0.27
H -2.96 0.89 -0.90
H -2.29 2.14 -0.02
H -2.29 0.68 0.61

Results of the natural (NBO) charge analysis, in e, for atoms 1 through 2: 0.284 -0.492

***

4.
DFT (wB97M-V/def2-TZVPD) results for a molecular structure, C20H46Cl2GdO2P2.

Properties
total charge	-1
expectation value of S²	16.09
relative energy (zero: lowest compared OMol25 entry of this formula, charge and spin)	6.716	eV
LUMO energy (alpha / beta)	2.72 / 2.70	eV
spin multiplicity	8
frontier orbital gap (alpha / beta)	3.8 / 6.8	eV
highest occupied orbital energy (alpha / beta)	-1.104 / -4.138	eV
electronic energy	-90035.5136	eV

Element x y z (Å)
Gd -0.12 0.54 -0.69
Cl 2.09 0.73 -1.92
P -0.23 2.83 0.93
C 0.25 4.20 -0.23
C -1.88 3.27 1.65
C 1.08 2.92 2.24
C -0.03 3.81 -1.69
H 1.35 4.24 -0.10
C -0.33 5.57 0.11
H -1.42 5.60 0.03
H 0.08 6.29 -0.62
H -0.04 5.92 1.11
H 0.62 2.98 -2.03
H 0.18 4.67 -2.34
H -1.09 3.53 -1.86
H 1.99 2.74 1.63
C 0.98 1.77 3.26
C 1.22 4.29 2.89
H 1.59 5.05 2.19
H 1.96 4.21 3.70
H 0.27 4.65 3.33
H 0.46 0.89 2.86
H 0.48 2.10 4.19
H 2.00 1.46 3.52
C -2.96 3.23 0.58
H -1.73 4.31 1.97
C -2.24 2.40 2.86
H -2.85 4.04 -0.16
H -3.96 3.28 1.03
H -2.98 2.11 -0.12
H -2.23 1.33 2.61
H -3.25 2.66 3.19
H -1.56 2.57 3.70
Cl -1.92 -0.65 0.87
H 1.00 -0.23 0.68
P 0.79 -2.85 -1.23
C 2.56 -3.27 -0.95
C -0.28 -4.20 -0.60
C 0.63 -2.62 -3.06
C 3.04 -2.55 0.33
H 3.07 -2.80 -1.81
C 2.89 -4.76 -0.96
H 2.37 -5.31 -0.16
H 3.97 -4.88 -0.79
H 2.66 -5.24 -1.92
H 3.11 -1.47 0.15
H 4.02 -2.93 0.62
H 2.34 -2.70 1.17
H 1.45 -1.90 -3.25
C -0.70 -1.95 -3.44
C 0.93 -3.90 -3.85
H 2.00 -4.15 -3.84
H 0.64 -3.75 -4.90
H 0.37 -4.77 -3.48
H -1.35 -1.70 -2.58
H -1.27 -2.59 -4.12
H -0.49 -1.00 -3.96
C -0.20 -4.22 0.94
H 0.13 -5.13 -1.02
C -1.74 -4.04 -1.04
H 0.80 -4.46 1.31
H -0.90 -4.97 1.32
H -0.50 -3.24 1.35
H -2.15 -3.08 -0.68
H -2.34 -4.84 -0.59
H -1.87 -4.09 -2.13
C -5.04 -0.07 -0.63
O -4.38 1.02 -1.42
C -3.17 1.37 -1.16
O -2.18 0.98 -1.80
H -6.04 -0.14 -1.06
H -5.08 0.20 0.44
H -4.47 -1.00 -0.78

Results of the Mulliken charge analysis, in e, for atoms 1 through 2: -0.171 -0.545

***

- What is the electronic energy in the second record?
  -27208.0851 eV